Entry 1:
DFT (the ωB97M-V functional and the def2-TZVPD basis) results for a single C3H4ClFO molecule at a distorted geometry.

The HOMO energy is -10.24 eV. The gap between HOMO and LUMO is 10.8 eV. For the energy above the lowest of the compared OMol25 structures with the same formula, charge and spin, the calculation gives 10.4 kJ/mol. Its multiplicity is 1. The total charge is 0.

Last column: natural (NBO) charge in e.
Atoms and positions in Å:
Cl  -1.42  -0.59  1.49  -0.064
F  0.81  -1.46  0.33  -0.321
O  -1.03  0.41  -1.76  -0.486
C  -0.04  -0.46  0.32  0.293
C  0.77  0.84  0.46  -0.662
C  -0.77  -0.55  -1.11  0.401
H  0.12  1.77  0.40  0.246
H  1.56  0.79  -0.30  0.233
H  -1.15  -1.59  -1.34  0.128
H  1.15  0.84  1.50  0.231


Entry 2:
DFT (the ωB97M-V functional and the def2-TZVPD basis) results for 2 unconnected molecules or ions with the total composition C4H7OPS at a distorted geometry.

The HOMO energy is -9.03 eV. The gap between HOMO and LUMO is 9.2 eV. For the energy above the lowest of the compared OMol25 structures with the same formula, charge and spin, the calculation gives 201.0 kJ/mol. Its multiplicity is 1. The total charge is 0.

Last column: natural (NBO) charge in e.
Atoms and positions in Å:
S  0.26  0.09  -2.61  0.900
P  1.63  0.45  -0.90  0.412
O  1.01  -0.53  -3.69  -0.963
C  -1.27  -0.81  1.26  -0.377
C  -0.16  -1.13  1.84  -0.385
C  -0.32  2.02  0.49  -0.148
C  0.45  1.16  0.10  -0.436
H  -1.29  2.35  0.70  0.231
H  -1.42  -0.95  0.19  0.195
H  0.20  -1.33  2.84  0.215
H  0.63  1.40  -2.75  0.032
H  -2.12  -0.46  1.80  0.189
H  0.63  -1.48  1.03  0.165
H  1.76  -0.78  -0.30  -0.028